{
  "formula": "C49H38BiBrF10N5O5P2Si",
  "method": "ωB97M-V with the def2-TZVPD basis set",
  "e_homo_ev": [-8.31, -8.49],
  "s_squared": 0.805,
  "de_lowest_kj_mol": 0.0,
  "spin_multiplicity": 2,
  "max_force_ha_per_bohr": 0.06921,
  "total_energy_ha": -7299.71368,
  "total_charge": 0,
  "gap_ev": [7.62, 6.70],
  "species": ["Bi", "Br", "P", "P", "Si", "F", "F", "F", "F", "F", "F", "F", "F", "F", "F", "O", "O", "O", "O", "O", "N", "N", "N", "N", "N", "C", "C", "C", "C", "C", "C", "C", "C", "C", "C", "C", "C", "C", "C", "C", "C", "C", "C", "C", "C", "C", "C", "C", "C", "C", "C", "C", "C", "C", "C", "C", "C", "C", "C", "C", "C", "C", "C", "C", "C", "C", "C", "C", "C", "C", "C", "C", "C", "C", "H", "H", "H", "H", "H", "H", "H", "H", "H", "H", "H", "H", "H", "H", "H", "H", "H", "H", "H", "H", "H", "H", "H", "H", "H", "H", "H", "H", "H", "H", "H", "H", "H", "H", "H", "H", "H", "H"],
  "coordinates": [[0.78759, 0.90723, 0.32846], [-2.77330, 1.51567, 0.08210], [3.08456, 4.04574, 0.17694], [-0.79417, 2.90390, 2.48427], [-3.60800, -3.68920, -4.13969], [2.36282, 2.86258, 1.12868], [2.43881, 3.24167, -1.08377], [-2.53267, 3.43140, 5.01602], [3.77359, 5.13898, -0.78074], [-5.46672, 0.85361, 1.18598], [1.75371, 4.95702, 0.19643], [-5.05550, 2.80348, 5.45974], [-6.48349, 1.41642, 3.77587], [3.62239, 4.75421, 1.50338], [4.43425, 3.20565, 0.05830], [-1.19059, -4.71600, 2.30725], [-1.51709, -2.02934, 3.72823], [1.07617, -4.22973, 0.31822], [-0.42340, -0.07665, 1.80013], [0.81293, -1.30069, -0.20560], [-1.89512, -3.81106, -4.62409], [-0.62811, -1.46699, -2.69869], [2.53535, -0.06656, 1.64802], [-0.19425, 0.72597, -2.05466], [2.91571, 0.31518, -1.05771], [-0.50258, 1.21896, 4.60109], [-2.63089, 2.56038, 2.76367], [1.95265, 2.37182, 5.52498], [3.07929, 0.57785, -2.34570], [5.75736, -1.78752, 1.16959], [6.06137, -1.42610, -0.10055], [3.16936, -0.96846, 3.69716], [-1.04109, 4.74204, 2.56521], [1.05285, -6.76391, -4.34887], [1.20876, -5.55658, -5.09412], [1.19081, 3.01184, 4.56126], [0.40083, -3.44117, 0.91427], [5.06617, -0.72795, -0.88513], [-1.69253, 6.73594, 1.35918], [-4.51511, 2.60107, 4.28028], [3.89651, -0.27710, -0.35872], [0.27447, -2.01773, 0.72075], [-3.60702, -3.74899, -2.28442], [4.35631, 0.31150, -2.94782], [-1.57079, 7.48931, 2.51157], [-4.29144, -1.94783, -4.50997], [0.00007, -6.72878, -3.41111], [-0.06844, 2.02274, -2.46678], [-0.91529, -2.34555, 2.73175], [-0.82100, 5.51322, 3.71753], [1.44471, 1.11457, 6.01041], [-0.60613, 0.22712, -4.40663], [3.60454, -0.55881, 1.05516], [0.22732, 0.59724, 5.59852], [-0.97204, -4.68581, -4.43119], [-0.00002, 2.41805, 4.07847], [-4.67209, -4.87253, -5.08701], [-3.46502, 1.90416, 1.83763], [4.29675, -1.42957, 3.14731], [5.29543, -0.40187, -2.22214], [-3.20004, 2.94348, 3.96654], [4.56396, -1.27297, 1.76502], [0.30458, -4.55789, -5.13243], [-0.38693, -1.40258, 1.73694], [-1.05423, -5.81919, -3.49690], [2.25284, -0.26326, 2.89042], [-1.50727, 5.36244, 1.39328], [-5.29420, 1.88156, 3.33379], [-0.61740, 1.56774, -4.72749], [-1.07704, 6.90405, 3.68119], [-4.74965, 1.51715, 2.08187], [-0.33285, 2.52765, -3.74537], [-0.64357, -3.69161, 2.05879], [-0.54098, -0.19887, -3.06907], [-0.04889, -7.58326, -2.74035], [1.54318, 3.95504, 4.16215], [-5.34055, -1.87182, -4.23966], [2.04257, 0.56918, 6.72137], [-0.76882, -2.18961, -3.37290], [6.96422, -1.67313, -0.54886], [-4.03634, -1.80675, -5.57058], [-5.72209, -4.80414, -4.85772], [-1.95697, 7.25758, 0.45864], [2.08135, -5.59942, -5.76516], [0.31657, -3.73414, -5.82983], [-4.44586, -4.58518, -6.12637], [4.99998, -1.91697, 3.80513], [-1.77019, -5.81972, -2.70679], [-1.47654, 0.74542, 4.29407], [-0.10956, -0.36772, 5.95623], [4.40360, 0.52878, -4.00272], [-0.20817, -1.81381, -1.85953], [0.12389, 2.81889, -1.73083], [-0.83883, 7.46981, 4.60688], [-4.35222, -5.92615, -4.87078], [6.41591, -2.32628, 1.76067], [-0.37336, 3.58318, -3.88240], [-1.71756, 4.81303, 0.48721], [6.14724, -0.73526, -2.72784], [-1.71511, 8.56542, 2.51171], [-3.79029, -1.16249, -3.94503], [1.68321, -7.59352, -4.48706], [-0.89625, -0.53570, -5.14260], [2.24283, 1.00070, -2.92609], [-3.39895, -2.74531, -1.76751], [2.96452, -1.08080, 4.75016], [-3.08279, -4.49310, -1.82806], [-4.65594, -3.96306, -2.03095], [2.86139, 2.84076, 5.91666], [-0.73926, 2.02058, -5.74640], [-0.40614, 5.12097, 4.68556], [1.34349, 0.11626, 3.35432]]
}